{"formula": "C20H18N6OS2V", "method": "ωB97M-V/def2-TZVPD", "relative_energy_ev": 0.000, "gap_ev": [7.19, 7.18], "total_charge": 3, "elements": ["V", "C", "S", "C", "S", "N", "N", "C", "C", "C", "C", "C", "C", "N", "H", "H", "H", "H", "H", "H", "H", "H", "O", "C", "N", "C", "C", "C", "C", "C", "C", "N", "C", "C", "C", "C", "C", "N", "H", "H", "H", "H", "H", "H", "H", "H", "H", "H"], "coordinates": [[-0.080502, -0.050714, -0.261501], [-3.133027, -4.097142, 0.490496], [-2.657044, -3.277020, -1.043852], [-1.430709, -2.259658, -0.564840], [-0.732191, -1.986077, 0.951588], [-0.948627, -1.382193, -1.603772], [0.375125, -1.365057, -1.603322], [1.372822, -2.153075, -1.743646], [2.468027, -1.824104, -0.850825], [3.720386, -2.400591, -0.916005], [4.619431, -2.152581, 0.120884], [4.197584, -1.379708, 1.182814], [2.907473, -0.837777, 1.172906], [2.058339, -1.024494, 0.175122], [-3.928094, -4.786725, 0.211293], [-3.507816, -3.365655, 1.204161], [-2.288283, -4.654590, 0.891109], [1.328411, -3.038423, -2.373617], [3.985120, -3.038500, -1.749724], [5.611589, -2.583529, 0.103892], [4.837789, -1.197726, 2.035482], [2.557025, -0.273689, 2.026261], [-0.983752, 2.084326, 2.897775], [-1.059692, 1.586589, 1.822472], [0.089208, 1.190772, 1.059236], [1.277100, 2.024165, 1.166913], [1.870328, 2.076894, -0.214043], [2.897640, 2.927130, -0.567937], [3.312049, 2.960370, -1.892112], [2.689184, 2.138582, -2.826143], [1.695033, 1.286937, -2.402175], [1.291719, 1.252391, -1.115343], [-2.278979, 1.332801, 1.012789], [-3.522306, 1.787071, 1.374773], [-4.566473, 1.627209, 0.464230], [-4.306006, 1.025078, -0.756804], [-3.029650, 0.561726, -1.033984], [-2.021675, 0.708018, -0.158872], [1.983549, 1.649217, 1.910052], [0.988613, 3.022694, 1.506227], [3.347827, 3.573200, 0.174388], [4.103579, 3.632680, -2.197108], [2.971312, 2.157217, -3.869309], [1.191306, 0.624757, -3.093701], [-3.654771, 2.275594, 2.331499], [-5.559727, 1.985356, 0.702063], [-5.081310, 0.910255, -1.501656], [-2.802318, 0.076798, -1.972343]], "forces_ev_per_a": [[0.40, -0.16, 0.44], [0.03, -0.01, -0.01], [0.05, 0.08, 0.13], [-0.16, -0.11, -0.19], [-0.10, -0.05, -0.06], [-0.25, 0.00, 0.01], [0.16, 0.13, -0.08], [0.06, 0.01, 0.07], [0.02, 0.00, 0.01], [-0.03, -0.02, -0.07], [0.01, 0.03, 0.06], [0.01, -0.02, -0.04], [-0.02, 0.01, 0.03], [-0.05, 0.08, 0.03], [0.00, 0.00, 0.00], [0.00, 0.01, 0.00], [-0.01, -0.01, 0.01], [0.00, 0.01, -0.01], [0.01, 0.00, 0.00], [0.00, 0.00, 0.00], [0.01, -0.01, 0.00], [-0.02, -0.01, -0.01], [-0.02, 0.04, -0.05], [-0.07, 0.06, 0.03], [0.23, -0.36, -0.28], [-0.04, 0.12, 0.01], [0.08, 0.09, 0.00], [-0.03, -0.01, -0.03], [0.00, 0.01, 0.00], [-0.01, -0.01, 0.00], [0.02, 0.02, -0.01], [-0.20, -0.04, 0.05], [-0.05, 0.08, 0.06], [0.01, -0.01, 0.00], [0.00, -0.01, -0.02], [-0.01, 0.01, 0.03], [-0.01, -0.01, -0.01], [-0.06, 0.03, -0.11], [0.01, 0.02, -0.01], [0.02, -0.01, 0.02], [-0.01, 0.00, 0.00], [0.00, 0.00, 0.00], [0.00, 0.00, 0.00], [0.00, 0.00, 0.00], [0.00, 0.00, 0.00], [0.00, 0.00, 0.00], [0.00, 0.00, 0.00], [0.01, 0.00, 0.00]], "lowdin_charge": [0.87, -0.30, 1.10, -1.04, 0.91, -0.09, -0.15, 0.07, -0.23, 0.06, 0.03, 0.04, -0.06, 0.04, 0.07, 0.06, 0.06, 0.18, 0.15, 0.14, 0.14, 0.12, 0.23, -0.38, -0.06, -0.08, -0.22, 0.04, 0.03, 0.01, -0.07, 0.00, -0.17, 0.08, 0.05, 0.02, -0.06, 0.00, 0.14, 0.16, 0.15, 0.14, 0.14, 0.13, 0.15, 0.14, 0.14, 0.12]}